Here is a structure of composition C25H44Cl3N4O3ScSeSi at a distorted geometry from the Open Molecules 2025 dataset. Energies are from ωB97M-V/def2-TZVPD.

The largest force on an atom is 1.80 eV Å⁻¹. The value obtained for the HOMO-LUMO gap is 7.639 eV. The charge is 0. The value obtained for the relative energy (zero: lowest compared OMol25 entry of this formula, charge and spin) is 0.0 kcal per mole. The highest occupied orbital energy is -7.2 eV. Its calculated total energy is -6256.30562 hartree.

Structure (XYZ):
```
82
Properties=species:S:1:pos:R:3:forces:R:3:lowdin_charge:R:1
C 2.484695 -2.126605 -7.397066 0.154 -0.212 0.144 -0.03
C 1.801100 -1.443170 -8.540987 -0.368 0.103 -0.624 -0.23
H 2.491005 -3.213153 -7.538503 0.051 0.212 0.151 0.07
H 1.967173 -1.893296 -6.455079 0.144 -0.098 -0.231 0.08
H 3.532600 -1.798807 -7.288656 -0.301 -0.050 -0.058 0.09
C 1.611264 -1.980504 -9.754455 0.176 0.523 0.590 -0.10
C 2.127885 -3.307345 -10.187965 -0.102 -0.454 -0.270 -0.10
H 1.057904 -1.422227 -10.509559 0.237 0.021 0.211 0.10
H 2.002726 -4.071856 -9.417457 0.067 0.009 -0.065 0.07
H 3.189462 -3.275332 -10.459887 -0.102 0.043 0.078 0.08
H 1.581990 -3.633651 -11.076897 0.099 -0.103 0.083 0.07
Sc 0.363478 -0.293136 -0.890079 0.217 -0.522 0.833 0.11
Cl 1.871758 1.166756 0.172985 0.284 0.363 -0.047 -0.02
Cl 1.642834 -1.181610 -2.657962 0.139 -0.085 0.149 0.04
C -0.001405 2.512249 -2.102647 -0.744 -0.744 0.027 -0.26
O -0.576005 1.430549 -1.776790 0.550 1.521 -0.276 -0.17
N -0.642203 3.531851 -2.684819 0.297 -0.692 -0.065 -0.15
C -2.073255 3.446689 -2.977131 0.049 0.019 -0.078 -0.01
C 0.133874 4.556771 -3.380988 0.024 0.094 0.031 -0.03
H 1.076222 2.656619 -1.916411 -0.361 -0.065 -0.046 0.11
H -2.572651 2.857685 -2.206804 0.126 0.057 -0.105 0.10
H -2.249033 2.982025 -3.959186 0.056 0.106 0.295 0.08
H -2.478940 4.463380 -2.987588 0.054 -0.202 0.016 0.10
H 1.147595 4.573217 -2.972358 -0.160 0.043 -0.067 0.10
H -0.330280 5.538719 -3.234214 0.112 -0.219 0.000 0.10
H 0.192772 4.342459 -4.460735 -0.100 0.064 0.380 0.08
H 0.059107 -4.806186 -1.235940 -0.342 0.229 0.154 0.10
H -0.611955 -2.826466 -3.135598 -0.288 -0.148 0.139 0.05
C -0.980447 -4.704143 -0.883709 -0.407 -0.215 -0.106 -0.05
C -1.589062 -3.181860 -2.767559 0.370 0.048 -0.107 -0.03
N -1.549530 -3.432954 -1.327317 -0.094 0.583 0.133 -0.17
H -0.989868 -4.762445 0.207209 0.012 0.064 -0.191 0.09
C -1.661868 -2.390438 -0.500546 0.690 0.476 -0.238 -0.36
O -1.602174 -1.185876 -0.898367 -0.381 -1.081 -0.051 -0.20
H -2.344179 -2.419919 -2.976124 0.162 -0.132 0.019 0.10
H -1.783566 -2.606596 0.571473 0.084 -0.008 -0.366 0.13
H -1.581388 -5.519727 -1.310244 0.190 0.132 0.200 0.09
H -1.852675 -4.115093 -3.276609 0.037 0.177 0.142 0.10
O 0.132026 -0.271376 -7.343531 -0.245 0.119 -0.116 -0.17
C 1.257281 -0.065035 -8.191539 -0.304 0.137 0.212 -0.30
C -0.212806 0.736503 -10.143090 0.166 0.205 -0.038 -0.05
C 0.977460 0.799430 -9.415560 0.292 0.146 0.194 -0.20
H -1.024428 0.093394 -9.780957 0.322 0.290 -0.210 0.12
C -0.336268 1.484260 -11.323806 0.106 -0.088 0.285 -0.08
H 2.038262 0.443755 -7.605072 -0.044 0.021 -0.087 0.15
C 2.021961 1.635463 -9.845659 -0.421 -0.315 0.016 -0.03
H -1.269740 1.439697 -11.883168 0.236 0.019 0.044 0.10
C 0.723411 2.276958 -11.776487 -0.166 -0.170 0.153 -0.10
C 1.899140 2.356992 -11.029884 0.184 0.063 0.114 -0.09
H 2.927801 1.674409 -9.229030 -0.272 0.089 -0.384 0.12
H 0.630979 2.832727 -12.708223 -0.011 -0.096 0.220 0.10
H 2.729096 2.987961 -11.362736 -0.344 -0.210 0.063 0.10
Si -0.851210 0.590900 -6.299974 0.216 -0.609 -0.768 0.39
Cl 0.957339 -2.136355 0.601904 -0.012 -0.067 0.136 -0.01
C -2.598205 0.168385 -6.809086 -0.043 0.120 -0.074 -0.16
C -0.542380 2.423503 -6.509611 0.005 0.237 -0.039 -0.15
C -0.499656 -0.064916 -4.610794 -0.096 0.361 -0.160 -0.21
H -2.732491 0.350216 -7.883941 -0.083 -0.006 0.233 0.02
H -3.309404 0.793451 -6.250029 0.018 -0.198 -0.154 0.03
H -2.816320 -0.889885 -6.608453 0.031 0.267 -0.030 0.04
H -0.510289 -1.159136 -4.621314 0.004 0.193 -0.062 0.02
H -1.180032 0.287026 -3.827324 0.056 -0.063 -0.148 0.03
H 0.513212 0.239173 -4.341650 -0.122 -0.074 0.069 -0.03
H -0.661463 2.690319 -7.571589 0.035 -0.035 0.286 0.04
H 0.475667 2.707043 -6.204358 -0.221 -0.057 -0.063 0.04
H -1.264603 3.019329 -5.929447 0.225 -0.120 -0.183 0.01
C 1.233370 0.007543 3.847544 0.308 -0.115 0.188 -0.04
N -0.134452 -0.191527 4.292051 -0.704 0.121 -0.563 -0.13
C -0.455236 -0.799648 5.487663 -0.699 0.179 -0.071 -0.05
C -1.805781 -0.803677 5.586423 0.265 0.134 -0.046 -0.06
N -2.302895 -0.193990 4.450912 0.840 0.047 -0.514 -0.15
C -3.698246 0.076097 4.228533 -0.462 0.117 -0.163 -0.06
C -1.274651 0.158977 3.597727 0.285 -0.708 1.627 -0.70
Se -1.428222 0.882238 1.938356 -0.157 0.293 -0.384 0.64
H 1.805477 0.410093 4.699675 -0.144 -0.087 -0.415 0.10
H 1.250486 0.698583 3.007453 -0.046 -0.012 0.019 0.03
H 1.668115 -0.945934 3.528947 -0.080 0.204 -0.026 0.09
H 0.291138 -1.146299 6.175082 0.106 -0.068 -0.005 0.12
H -2.470780 -1.175865 6.348950 0.149 0.048 -0.002 0.12
H -4.276108 -0.842733 4.348149 0.024 0.048 -0.082 0.09
H -4.065992 0.813005 4.952301 0.107 -0.073 -0.158 0.10
H -3.822320 0.468675 3.211910 0.069 -0.142 0.301 0.04
```
Forces are in eV/Å.

Here is a structure of composition C25H44Cl4N4O4 at a distorted geometry from the Open Molecules 2025 dataset. Energies are from ωB97M-V/def2-TZVPD.

The largest force on an atom is 16.34 eV Å⁻¹. The value obtained for the HOMO-LUMO gap is 6.785 eV. The charge is 0. The highest occupied orbital energy is -6.6 eV. Its calculated total energy is -3339.40514 hartree.

Structure (XYZ):
```
81
Properties=species:S:1:pos:R:3:forces:R:3:lowdin_charge:R:1
N 2.695028 1.303457 -2.837231 -0.734 -1.439 -0.288 0.04
C 2.196271 0.137246 -3.381323 0.458 0.847 -0.225 -0.18
C 3.240107 -0.521254 -3.999434 -0.618 0.728 0.048 -0.12
C 4.390949 0.310044 -3.834922 -0.105 -1.136 -0.391 -0.12
C 4.035706 1.369561 -3.055967 -0.064 1.073 0.104 -0.14
H 2.050426 1.884607 -2.322548 0.689 0.634 0.394 0.11
H 1.127513 0.031273 -3.278408 0.184 -0.638 -0.375 0.09
H 3.170411 -1.437734 -4.556224 0.078 0.052 -0.051 0.02
H 5.306846 0.082601 -4.356850 0.312 0.253 0.480 0.09
H 4.586295 2.199530 -2.643395 0.139 -0.019 -0.200 0.11
N 1.002299 4.616064 -1.434808 0.942 -0.438 0.430 0.05
C 0.788474 3.390767 -0.844761 8.446 2.556 -4.166 -0.20
C 1.925050 3.093555 -0.132553 -0.051 -0.027 0.667 -0.12
C 2.869840 4.140315 -0.291009 -0.304 0.461 -0.383 -0.11
C 2.271263 5.040353 -1.131547 0.263 1.103 -0.104 -0.17
H 0.406025 5.120070 -2.061296 -0.166 -0.249 -0.156 0.14
H -0.118977 2.835707 -1.016992 4.720 1.049 -5.926 -0.12
H 2.010317 2.191617 0.456993 0.457 0.544 0.121 0.07
H 3.845198 4.249509 0.147711 0.101 -0.059 0.031 0.08
H 2.591724 5.970567 -1.575763 0.288 0.066 0.337 0.09
N -3.371613 -3.341845 -2.648185 -0.055 0.009 0.093 0.01
C -3.079145 -2.283392 -3.468204 0.507 0.138 0.166 -0.15
C -2.811650 -1.196314 -2.666853 -0.425 -0.437 -0.700 -0.11
C -3.005252 -1.605719 -1.332256 0.461 0.433 0.368 -0.12
C -3.324727 -2.939337 -1.339381 -0.246 0.539 0.023 -0.13
H -3.519573 -4.297902 -2.909045 -0.070 0.027 -0.301 0.14
H -2.976099 -2.353424 -4.537794 -0.171 -0.293 0.012 0.10
H -2.577226 -0.216402 -3.047420 0.104 0.071 0.139 0.09
H -2.813519 -0.945192 -0.498759 -0.334 -0.333 0.062 0.06
H -3.659305 -3.562938 -0.528473 0.231 -0.227 -0.042 0.10
N -6.264420 -1.067985 2.633611 0.101 0.214 0.498 0.00
C -5.667494 -0.128370 3.425205 0.708 0.487 -0.487 -0.14
C -4.342811 -0.030806 3.030589 -0.641 -0.682 1.072 -0.11
C -4.116853 -1.070396 2.089457 -0.031 0.844 -0.429 -0.11
C -5.333403 -1.635455 1.813354 -0.030 -0.463 -0.100 -0.13
H -7.209697 -1.370971 2.767899 -0.082 -0.097 -0.229 0.14
H -6.203859 0.424320 4.177067 -0.112 -0.031 -0.059 0.10
H -3.614886 0.598972 3.515422 0.063 0.065 -0.133 0.09
H -3.177846 -1.233755 1.590026 -0.176 -0.294 -0.135 0.06
H -5.633997 -2.369638 1.084357 0.129 -0.065 0.053 0.10
C 1.189167 -3.866638 -3.666731 0.064 -0.077 -0.664 -1.99
Cl 0.295499 -5.412413 -3.882653 0.272 0.586 0.034 0.50
Cl 2.891242 -4.106722 -4.162089 -0.386 -0.223 0.492 0.53
Cl 0.541587 -2.603097 -4.732822 -0.254 -0.312 0.055 0.55
Cl 1.029896 -3.328217 -2.008063 0.201 -0.135 0.084 0.58
C -3.247402 2.821288 0.057719 -1.103 -1.431 0.354 -0.08
C -1.902816 3.336066 0.510484 -0.712 0.401 -0.982 -0.19
O -0.853936 2.760547 -0.296235 -13.152 -4.033 8.815 -0.06
H -4.084568 3.207320 0.646393 0.104 0.412 -0.228 0.08
H -3.374872 1.733859 0.184818 0.570 0.075 0.555 0.06
H -3.473661 2.845472 -1.011186 0.329 1.010 -0.005 0.08
H -1.688929 3.191739 1.570151 -0.091 -0.082 -0.095 0.13
H -1.780561 4.385880 0.234992 -0.238 0.176 0.497 0.12
H -0.911951 1.791979 -0.224385 -0.318 -0.495 0.691 0.09
C 0.471651 -1.193090 5.034380 0.048 0.027 0.364 -0.09
C 1.346952 -2.081254 5.922188 0.337 0.600 -0.646 -0.32
O 1.675732 -1.454361 7.149425 -0.177 -0.104 0.285 -0.08
H 0.231777 -1.669595 4.082578 0.002 -0.125 0.026 0.06
H 1.035579 -0.283250 4.817969 -0.072 0.063 -0.086 0.07
H -0.452945 -0.902780 5.533651 -0.023 -0.081 0.009 0.07
H 2.266077 -2.249630 5.347590 0.011 -0.402 0.116 0.10
H 0.895372 -3.038251 6.169829 -0.101 0.020 -0.017 0.11
H 2.261889 -0.710490 6.986413 -0.028 0.011 -0.097 0.08
C 0.838655 0.198739 -0.693370 0.516 -0.423 1.401 -0.11
C -0.001708 -0.631536 0.263281 -1.063 0.164 -1.232 -0.22
O -1.231514 0.041068 0.695238 1.077 0.219 0.239 -0.12
H 1.484527 -0.494840 -1.235441 -0.569 0.128 -0.110 0.03
H 1.542679 0.829842 -0.145598 -0.572 -0.302 -0.367 0.04
H 0.238336 0.799392 -1.370518 0.010 -0.285 -0.250 0.08
H 0.570491 -0.934171 1.136009 0.027 -0.238 -0.115 0.10
H -0.387459 -1.439185 -0.363135 0.255 -0.628 0.551 0.07
H -1.343842 -0.229644 1.610906 -0.239 0.310 0.052 0.07
C 4.149891 -1.028220 -0.349893 -0.071 0.199 0.087 -0.07
C 4.307339 -0.365630 1.017809 -0.384 -0.752 -0.243 -0.28
O 3.041997 -0.279155 1.682912 -0.104 0.322 0.220 -0.10
H 4.068791 -2.114260 -0.271536 0.170 -0.038 0.065 0.07
H 4.976819 -0.761758 -1.007705 0.012 -0.165 -0.051 0.07
H 3.224770 -0.693396 -0.822216 0.395 0.154 0.011 0.03
H 4.688771 0.648149 0.928639 -0.082 0.072 0.025 0.11
H 4.984237 -0.955397 1.641014 0.234 0.197 -0.008 0.11
H 2.799077 -1.145650 2.018875 0.141 -0.082 -0.048 0.07
```
Forces are in eV/Å.

Here is a structure of composition C25H44HfOP2 at a distorted geometry from the Open Molecules 2025 dataset. Energies are from ωB97M-V/def2-TZVPD.

The largest force on an atom is 2.42 eV Å⁻¹. The value obtained for the HOMO-LUMO gap is 6.664 eV. The charge is +2. The highest occupied orbital energy is -13.7 eV. Its calculated total energy is -1784.41140 hartree.

Structure (XYZ):
```
73
Properties=species:S:1:pos:R:3:forces:R:3:lowdin_charge:R:1
Hf 0.245848 0.967761 1.840720 1.378 1.501 1.302 1.40
C 2.766802 1.449592 2.106970 -0.836 0.692 0.051 -0.30
C 2.390552 2.348771 1.051222 -0.412 -0.198 0.529 -0.28
C 1.211591 2.982762 2.953627 0.684 -0.838 -0.165 -0.30
C 2.051846 1.833635 3.295305 -0.465 0.818 -0.647 -0.31
C 1.426607 3.278638 1.564231 0.211 -0.872 0.541 -0.30
C 3.836043 0.408561 2.026978 -0.005 -0.334 -0.128 -0.03
H 3.905891 0.043967 0.995693 0.246 0.031 0.229 0.07
H 3.590834 -0.452470 2.660099 0.205 0.146 -0.078 0.08
H 4.818378 0.802900 2.342562 -0.420 -0.144 -0.168 0.12
C 2.296344 1.253475 4.662518 -0.149 -0.143 0.154 -0.01
H 2.918419 0.349375 4.575718 -0.068 0.439 0.171 0.08
H 1.359277 0.928319 5.143821 0.359 0.302 0.020 0.07
H 2.805646 1.995299 5.315228 -0.313 -0.535 -0.352 0.12
C 0.421882 3.868198 3.880871 -0.179 -0.047 0.133 -0.01
H 1.098851 4.594608 4.386431 -0.528 -0.477 -0.284 0.12
H -0.133655 3.292244 4.637465 0.400 0.281 -0.100 0.07
H -0.336702 4.425144 3.308327 0.354 -0.015 0.276 0.08
C 0.875815 4.459045 0.831110 -0.282 0.007 -0.253 -0.02
H 1.470957 5.371644 1.014657 -0.221 -0.417 -0.104 0.12
H -0.159785 4.660068 1.131169 0.234 0.116 -0.033 0.08
H 0.862068 4.244110 -0.243663 0.081 0.286 0.151 0.07
C 3.034816 2.437763 -0.297819 -0.133 -0.264 -0.525 -0.02
H 3.879230 3.163284 -0.316500 -0.559 -0.495 0.093 0.12
H 2.293034 2.753894 -1.052154 0.422 0.001 0.204 0.07
H 3.407500 1.447536 -0.611773 0.034 0.484 0.069 0.08
C -1.272084 -4.127331 -2.517659 0.476 -0.173 0.205 -0.10
C -0.073518 -3.827187 -3.037435 -0.172 -0.750 0.143 -0.15
C 0.222120 -3.416096 -4.451764 0.137 0.373 -0.192 -0.18
C -0.919138 -2.692269 -5.196679 0.234 -0.203 -0.645 -0.19
C -1.496231 -1.488580 -4.501947 -0.570 0.417 0.349 -0.09
C -2.489618 -1.475507 -3.591906 0.315 0.125 -0.875 -0.14
C -3.295785 -2.652670 -3.123907 -0.095 -0.202 0.319 -0.18
C -2.603339 -4.028370 -3.210242 -0.588 -0.317 -0.051 -0.19
H 0.496989 -4.302548 -5.052603 -0.063 0.216 0.335 0.13
H -1.688165 -3.431744 -5.445253 0.246 0.499 -0.062 0.10
H 1.124887 -2.784327 -4.457335 -0.203 -0.072 0.004 0.11
H -2.538671 -4.314679 -4.265571 0.000 -0.102 0.553 0.10
H -1.296070 -4.596988 -1.519333 0.054 0.436 -0.363 0.10
H 0.819824 -4.057967 -2.436336 -0.425 -0.001 -0.205 0.10
H -3.283927 -4.765759 -2.756324 0.201 0.234 -0.094 0.12
H -3.624268 -2.466389 -2.088979 0.088 -0.082 -0.134 0.10
H -2.866811 -0.500935 -3.255469 0.151 -0.228 -0.116 0.09
H -4.232129 -2.720258 -3.706974 0.299 0.166 0.148 0.13
H -0.514569 -2.364701 -6.167937 -0.110 -0.072 0.318 0.12
H -1.128578 -0.518650 -4.870212 -0.014 -0.354 0.368 0.11
P 0.482267 -1.175235 0.438496 0.026 -1.272 -1.354 0.78
C 0.332750 -2.730439 1.372180 -0.407 -0.098 0.416 -0.23
C 1.565178 -1.569243 -0.980540 0.559 0.540 0.087 -0.22
P -1.257418 1.236727 -0.226112 -0.648 -0.443 -1.517 0.77
C -1.105844 -0.656730 -0.468557 0.100 0.408 0.584 -0.43
C -0.855005 1.794442 -1.914913 0.489 0.371 0.106 -0.23
C -2.952760 1.813164 0.076225 -0.368 -0.153 0.391 -0.23
H -0.219835 -2.547893 2.299550 -0.094 -0.019 -0.184 0.04
H 1.328472 -3.068675 1.693241 -0.136 0.146 -0.375 0.07
H -0.179588 -3.526647 0.821962 0.201 0.175 -0.054 0.06
H 1.084003 -2.274265 -1.681545 0.127 0.310 0.538 0.02
H 2.533822 -1.948960 -0.619703 -0.387 -0.080 -0.094 0.07
H 1.798582 -0.636825 -1.515419 -0.164 -0.193 0.042 0.05
H -3.688326 1.373156 -0.605611 0.206 0.120 0.022 0.07
H -2.986872 2.909753 0.012334 0.175 -0.261 -0.254 0.07
H -3.249382 1.581607 1.103790 0.006 -0.178 -0.141 0.04
H -1.985728 -1.170891 -0.031729 0.459 0.192 -0.464 0.08
H -0.945154 -0.830415 -1.562489 -0.440 -0.174 0.828 0.04
H -0.980657 2.885328 -1.980836 -0.167 -0.360 -0.105 0.06
H -1.469270 1.252874 -2.656449 0.204 0.351 0.371 0.05
H 0.210053 1.600200 -2.109136 -0.290 -0.096 -0.036 0.05
C -1.521973 0.706931 4.937938 0.196 0.087 -0.322 -0.03
C -1.081983 0.529385 3.515765 -0.721 -0.569 -0.021 -0.35
O -1.609455 -0.209351 2.621757 1.344 1.389 0.876 -0.12
H -0.830577 1.422805 5.412025 -0.423 -0.460 -0.036 0.06
H -1.552959 -0.234644 5.497105 0.174 -0.028 -0.178 0.11
H -2.541352 1.098676 5.001720 -0.019 0.059 -0.221 0.11
```
Forces are in eV/Å.

- The highest highest occupied orbital energy belongs to which entry?
  C25H44Cl4N4O4

- calculated total energy of number 2 (C25H44Cl4N4O4)?
  -3339.40514 hartree